132
Properties=species:S:1:pos:R:3:forces:R:3:lowdin_charge:R:1 method="wB97M-V/def2-TZVPD" lumo_energy_ev=0.4 total_charge=0 total_energy_ha=-3220.364808 homo_ev=-9.15 de_lowest_kcal_mol=177.55 smiles="COCCOCCOC.COCCOCCOC.COCCOCCOC.COCCOCCOC.O=C1OCCO1.O=C1OCCO1.O=C1OCCO1.O=C1OCCO1"
H -1.1343 -0.4831 -0.0800 0.06 -0.60 -0.20 0.111
O 3.5632 1.6557 -0.8077 0.65 -0.34 -0.71 -0.166
C -6.1397 -0.6260 -3.5461 0.19 0.95 0.59 -0.181
H 2.7384 -0.1129 6.0589 -0.14 0.05 0.28 0.128
H 2.2629 -4.9805 0.3734 0.79 1.15 0.59 0.116
H -1.6875 -5.5761 2.2105 -0.49 -0.09 -0.26 0.142
O -1.8076 1.8095 4.0109 1.96 -0.90 1.24 0.188
O 2.9104 2.0462 5.1337 -0.16 -0.13 1.12 -0.179
H -6.4164 -1.6422 -3.3025 -0.32 -0.48 0.11 0.127
C 4.3215 2.1863 -1.9262 -1.51 1.69 1.50 -0.156
H -5.6392 2.4155 2.0419 0.94 0.18 0.76 0.140
H -4.3924 1.5701 1.1477 0.15 0.67 0.74 0.089
C -4.3171 -0.9283 -1.9732 0.32 -0.55 0.61 -0.186
O 5.2119 1.0490 1.8110 0.25 -0.18 -0.42 -0.180
H -5.7930 -1.0759 1.7908 0.08 -0.09 -0.26 0.087
H -7.2589 -1.0703 0.7932 -0.55 -0.08 0.03 0.076
H 2.7115 2.1276 0.8950 -0.43 -0.46 1.06 0.083
H -3.2877 -1.2281 -2.1279 0.32 0.60 -0.08 0.080
H 3.0708 4.0043 5.3892 -0.06 0.41 0.09 0.080
H -1.3830 -0.2496 1.6757 0.21 0.18 -0.36 0.143
H 6.1437 -0.8142 -4.1739 -0.72 0.59 -0.40 0.095
C -1.0161 0.2071 0.7395 0.64 -2.04 0.64 -0.121
H -1.2804 -1.1751 -2.5209 -0.56 0.16 0.47 0.080
H 4.0203 -2.4264 -0.7641 1.31 0.45 0.54 0.107
H 5.5544 -0.1369 0.0699 -1.27 -0.18 -0.40 0.049
H -6.7404 0.1017 -2.9418 -0.06 -0.68 -0.57 0.142
H 4.8019 3.0712 1.9561 0.20 0.39 1.23 0.079
C -0.9782 2.3344 0.0870 -1.17 0.88 -0.04 -0.522
C 0.3197 4.9331 -2.0126 1.25 0.57 1.04 -0.113
O -5.7423 -0.0526 -0.0590 0.65 -0.37 0.07 -0.227
C -4.4630 -1.4365 -6.0110 -0.17 -0.24 -0.03 -0.100
O 3.3109 6.4847 -2.6374 0.55 0.51 -0.28 0.168
H 0.6538 -1.9536 2.8165 0.78 0.40 -0.01 0.075
H -2.5563 -3.5748 3.0936 0.10 0.20 0.06 0.094
H 0.2254 3.8845 -2.1956 -0.35 -0.55 0.08 0.104
O -1.4250 3.3882 -0.3105 1.07 -1.17 0.30 0.131
C 5.9864 0.1174 1.0191 -0.09 1.64 -1.08 -0.074
H 2.6392 -0.3522 -0.8179 -0.01 -0.71 -0.38 0.114
C 1.9692 -2.4406 5.1131 0.60 0.39 -1.04 -0.204
H -1.9023 1.0538 -3.9109 -0.74 0.20 0.18 0.077
H -5.8775 -2.0821 0.2827 -0.18 -0.12 0.38 0.077
H -4.2248 -4.2540 2.9014 1.33 0.10 -0.49 0.153
H 5.2097 2.6964 -1.5620 0.37 -0.22 0.03 0.126
H 6.9149 0.5467 0.5946 0.19 0.10 1.12 0.095
C 4.5758 1.2018 -2.9858 -0.38 -0.57 -0.92 -0.240
H -1.2626 -2.3228 -3.8746 0.25 0.43 0.10 0.138
C 0.8545 5.2796 -0.5806 1.29 -2.18 -0.11 -0.094
C 3.0473 3.2942 4.5779 -0.14 0.97 -2.32 -0.122
C -0.8602 0.8622 -3.7558 1.56 0.19 -0.89 -0.073
C 0.4386 0.7076 0.8303 -1.41 -0.97 0.00 -0.068
H -3.6068 -0.4107 0.1153 -0.95 -0.24 -0.74 0.113
O 1.3222 5.4204 -2.9101 1.22 1.10 1.49 0.034
H 5.4761 -1.8777 -3.0722 -0.50 -0.05 0.26 0.084
H 2.8791 1.1179 3.3534 0.23 -0.09 -0.46 0.103
C 3.5882 2.4305 0.3806 2.32 0.64 -0.92 -0.139
H 0.0528 -3.1961 1.7890 0.05 -0.73 -0.82 0.080
C -2.7127 -3.4618 0.2731 -1.13 -0.39 0.05 -0.573
H 4.0148 3.4083 3.9677 -1.22 -0.25 0.73 0.097
O 1.0820 -1.1534 -1.8048 -0.63 -0.12 0.02 -0.121
H 3.4272 3.5084 0.1368 0.28 -0.39 0.12 0.124
O -2.5035 -2.8349 -0.7127 0.12 0.66 0.01 0.155
H 1.2841 1.2423 4.0150 0.27 -0.11 0.95 0.128
O -3.8869 1.7714 3.1635 0.46 -0.22 0.18 0.023
H -5.8632 0.6518 -5.2582 0.29 -0.08 0.53 0.135
H 0.2398 -2.9789 -2.4964 0.61 -0.82 1.04 0.116
H -0.1346 -2.7450 5.2212 0.12 -0.08 0.01 0.133
H -4.2977 -2.2879 -6.6636 0.13 0.36 -0.71 0.090
C 0.7777 -3.3102 4.9762 -0.61 -1.00 0.61 -0.202
C -0.7212 -1.4939 -3.3788 1.22 0.24 -0.80 -0.196
H 5.8341 2.6352 0.6316 -0.23 -0.03 -0.18 0.117
C -2.5890 2.2675 3.2854 -3.14 1.25 -1.56 -0.559
C 5.2485 -0.9139 -3.5348 1.08 -0.54 0.87 -0.101
H 3.6137 -0.7415 4.6326 0.11 1.05 0.20 0.140
H -4.0860 -0.4773 -6.3427 1.24 -0.09 -0.11 0.096
H 3.6216 0.8755 -3.4599 0.21 0.13 0.49 0.128
H -3.4649 3.9284 0.8539 -0.12 0.19 -0.36 0.105
C -2.6061 -5.2495 1.6944 0.77 1.07 0.51 -0.099
C 2.4470 -1.2125 -1.4934 0.80 0.14 0.80 -0.181
C -4.4029 -0.1373 -0.6309 -0.59 1.73 -1.09 -0.153
H 0.2682 6.0286 -0.0567 0.07 -0.05 0.05 0.128
O -0.5200 -0.4277 -4.2912 -0.19 0.67 0.15 -0.174
H 1.0782 4.3544 0.0066 -1.20 0.84 -0.17 0.113
H 3.6718 2.9805 -2.3462 0.41 -0.11 -0.14 0.137
O 2.2970 -2.8604 0.2941 0.40 -0.03 -0.03 -0.182
C -3.2300 -4.0485 2.3976 -2.50 0.00 0.12 -0.074
O -2.4384 3.3873 2.5101 -0.52 -1.32 0.57 0.040
C 4.9623 2.3232 1.2205 -1.48 -1.02 -1.68 -0.153
O -1.7838 1.3123 0.4400 -0.43 1.75 -0.22 0.043
C -6.3127 -0.3331 -5.0184 1.26 1.54 -0.15 -0.217
C 2.6792 -0.2479 4.9812 0.08 -0.01 -1.10 -0.176
H 2.7651 -2.9140 4.5002 0.01 0.23 0.36 0.143
O -2.2622 -4.6940 0.4441 1.44 -0.37 -0.66 0.067
O 2.2126 5.7207 -0.7985 -0.63 1.14 -2.18 0.009
H 2.4766 -4.0586 1.9579 0.13 -0.09 -1.14 0.083
O -3.5568 -3.1301 1.2945 1.30 -0.34 0.47 0.035
O -5.8390 -1.2256 -5.9822 -1.83 -1.25 0.53 -0.173
H -4.0582 -1.7923 -5.0742 0.19 0.49 0.55 0.075
C 2.9731 -2.5154 -0.9024 -1.51 0.07 -0.10 -0.195
O 5.2621 0.0767 -2.4864 -0.37 -0.66 -1.23 -0.187
H -0.8689 -2.5813 3.1548 -0.67 -0.03 0.15 0.069
O -4.7913 -0.4117 -3.2007 0.91 0.83 0.49 -0.152
H 4.2660 -0.9604 -4.0529 0.83 0.11 0.06 0.094
H -0.5493 0.9320 -2.7194 -0.23 -0.06 0.41 0.068
O 0.6571 -3.8768 3.6663 -0.35 0.69 0.09 -0.171
H 0.8842 -4.1127 5.7421 -0.20 0.13 -0.84 0.138
C -4.5343 2.2879 1.9929 1.55 0.32 -1.34 -0.097
H -0.5637 5.4913 -2.1701 -1.13 0.17 -0.42 0.113
C 0.1068 -2.8724 2.7988 -0.01 -0.08 0.78 -0.096
H 3.1067 -1.0482 -2.3474 -0.37 0.16 -0.33 0.086
H -3.2668 -6.0353 1.4482 -0.78 -1.05 0.36 0.119
C 0.5999 -2.0160 -2.8204 -0.75 0.08 -0.10 -0.168
C 2.3632 5.9799 -2.1600 -0.91 -1.59 0.47 -0.525
H 2.9027 -3.3050 -1.6410 -0.48 -0.55 -0.34 0.122
H -4.7509 -1.8913 -1.8609 -0.86 -1.11 0.48 0.102
H 6.1297 -0.7969 1.5456 0.28 -0.33 0.81 0.076
H 2.1569 3.5010 3.8672 1.26 0.05 1.05 0.117
H -4.1910 0.9405 -0.9346 -0.15 -1.16 0.52 0.138
H 3.8210 -4.1651 0.8337 1.20 -0.07 -0.29 0.065
C -6.1901 -1.1512 0.7675 1.26 0.60 -0.92 -0.076
C 2.3506 1.0913 4.3039 0.96 -0.96 -0.73 -0.202
H 1.3877 -2.1767 -3.5429 0.06 0.06 -0.64 0.129
H -7.3305 -0.1100 -5.1858 -1.46 -0.47 -0.44 0.108
C 2.7658 -4.0722 0.8685 -2.32 -0.67 0.66 -0.098
C -3.6824 3.6179 1.8579 -2.44 0.28 0.68 -0.107
H 5.1225 1.6695 -3.8289 0.06 0.05 0.43 0.143
O 1.6880 -1.1478 4.6002 -0.85 -0.74 0.53 -0.164
H 2.3147 -2.3683 6.1406 -0.04 -0.01 0.33 0.128
H 1.0824 0.1079 0.2042 0.20 0.01 0.12 0.103
H -4.3059 4.3652 2.4495 1.18 -0.39 -0.82 0.146
H -0.2606 1.6669 -4.2759 -0.62 -1.03 0.19 0.104
H 0.7226 0.7025 1.8750 0.52 0.53 0.07 0.117
O 0.3080 1.9993 0.2663 0.17 1.29 -0.25 0.065